DFT (wB97M-V/def2-TZVPD) results for a molecular structure, C30H26MoN2Se in a non-equilibrium geometry.

Structure (ORCA input):
```
! RIJCOSX wB97M-V def2-TZVPD def2/J DEFGRID3
* xyz 0 1
Mo 0.80 -1.20 2.05
C 2.93 -1.83 2.00
C 2.33 -2.87 1.20
C 1.23 -3.54 1.66
C 0.67 -3.23 2.96
C 1.51 -2.52 3.87
C 2.61 -1.82 3.40
H 3.77 -1.28 1.62
H 2.68 -3.03 0.19
H 0.71 -4.24 1.01
H -0.18 -3.79 3.33
H 1.21 -2.41 4.90
H 3.15 -1.17 4.06
C -1.96 1.14 0.13
N -2.55 0.41 1.24
C -2.18 -0.81 1.65
Se 0.19 0.60 3.39
N -2.88 -1.10 2.77
C -3.62 0.01 3.17
C -4.43 0.25 4.26
C -5.04 1.49 4.33
C -4.85 2.45 3.33
C -4.03 2.20 2.24
C -3.42 0.97 2.18
H -0.99 0.71 -0.10
H -1.80 2.17 0.45
H -2.61 1.11 -0.74
H -2.68 -1.91 3.34
H -4.58 -0.50 5.03
H -5.68 1.72 5.17
H -5.34 3.41 3.42
H -3.88 2.95 1.47
C 1.10 -0.40 0.21
C 1.32 0.01 -0.94
C 1.55 0.46 -2.22
C 2.77 1.23 -2.50
C 3.37 1.23 -3.76
C 4.55 1.93 -3.99
C 5.15 2.64 -2.96
C 4.57 2.64 -1.70
C 3.40 1.94 -1.47
C 0.54 0.19 -3.25
C 0.31 1.08 -4.31
C -0.69 0.84 -5.24
C -1.48 -0.30 -5.14
C -1.26 -1.19 -4.10
C -0.27 -0.95 -3.17
H 2.92 0.66 -4.56
H 5.00 1.91 -4.97
H 6.06 3.19 -3.15
H 5.03 3.19 -0.89
H 2.95 1.94 -0.48
H 0.90 1.99 -4.38
H -0.86 1.55 -6.04
H -2.25 -0.49 -5.87
H -1.87 -2.09 -4.02
H -0.10 -1.64 -2.36
C -1.22 -1.68 1.04
H -1.47 -2.72 1.24
H -1.12 -1.50 -0.02
*
```

Output
**E_HOMO**: -5.46 eV
**Relative energy (zero: lowest compared OMol25 entry of this formula, charge and spin)**: 0.0321 eV



DFT (wB97M-V/def2-TZVPD) results for 2 unconnected molecules or ions with the total composition CH7N2 in a non-equilibrium geometry.

Structure (ORCA input):
```
! RIJCOSX wB97M-V def2-TZVPD def2/J DEFGRID3
* xyz 1 1
N 1.15 -1.17 0.47
H 0.66 -2.05 0.85
H 1.95 -1.62 0.17
H 0.01 -0.13 -0.41
H 1.55 -0.62 1.29
C -0.91 1.56 -0.41
N -0.91 0.32 -0.61
H -1.62 2.24 -0.99
H -0.28 1.85 0.37
H -1.61 -0.38 -0.73
*
```

Output
**E_HOMO**: -15.84 eV
**Relative energy (zero: lowest compared OMol25 entry of this formula, charge and spin)**: 1.4428 eV



DFT (wB97M-V/def2-TZVPD) results for a single C14H20N2O5S2 molecule.

Structure (ORCA input):
```
! RIJCOSX wB97M-V def2-TZVPD def2/J DEFGRID3
* xyz 0 1
C -2.69 1.40 -2.70
C -1.29 1.66 -3.20
O -0.35 1.19 -2.22
C 0.94 1.33 -2.51
O 1.35 1.81 -3.53
C 1.82 0.81 -1.39
C 1.50 1.55 -0.08
C 2.29 0.94 1.08
N 1.99 -0.47 1.19
C 1.23 -1.08 2.13
O 0.98 -2.27 2.07
C 0.71 -0.23 3.29
N -0.31 0.72 2.91
S -1.88 0.17 2.77
O -2.26 -0.39 4.03
O -2.60 1.27 2.22
C -1.85 -1.13 1.57
C -1.74 -1.01 0.22
C -1.73 -2.26 -0.42
C -1.84 -3.29 0.47
S -1.95 -2.76 2.09
C 2.38 -1.21 0.00
C 1.60 -0.69 -1.21
H -2.85 1.89 -1.74
H -3.41 1.78 -3.42
H -2.86 0.33 -2.57
H -1.09 1.14 -4.14
H -1.12 2.73 -3.37
H 2.86 1.01 -1.67
H 0.42 1.47 0.11
H 1.75 2.61 -0.18
H 3.36 1.04 0.87
H 2.07 1.46 2.01
H 1.53 0.30 3.79
H 0.24 -0.90 4.01
H -0.09 1.36 2.17
H -1.68 -0.06 -0.28
H -1.65 -2.39 -1.48
H -1.85 -4.34 0.25
H 3.46 -1.09 -0.15
H 2.16 -2.26 0.18
H 0.54 -0.89 -1.06
H 1.93 -1.22 -2.11
*
```

Output
**Structure (SMILES)**: CCOC(=O)C1CCN(C(=O)CNS(=O)(=O)c2cccs2)CC1
**E_HOMO**: -9.21 eV
**Relative energy (zero: lowest compared OMol25 entry of this formula, charge and spin)**: 0.1255 eV



DFT (wB97M-V/def2-TZVPD) results for a molecular structure, C41H50F4FeN4PSSb2 in a non-equilibrium geometry.

Structure (ORCA input):
```
! RIJCOSX wB97M-V def2-TZVPD def2/J DEFGRID3
* xyz 1 5
Fe 0.80 0.09 0.75
C 1.95 2.62 3.51
N 0.96 2.96 2.51
C -0.15 3.68 3.11
C 1.55 3.71 1.42
C 2.42 2.88 0.46
N 2.28 1.43 0.60
C 3.48 0.76 0.87
C 3.52 -0.23 1.86
F 2.33 -0.50 2.51
C 4.64 -0.86 2.33
F 4.51 -1.75 3.33
C 5.87 -0.59 1.77
C 5.88 0.33 0.74
F 7.03 0.61 0.12
C 4.74 0.97 0.30
F 4.86 1.82 -0.73
H 2.30 3.50 4.06
H 2.82 2.15 3.04
H 1.53 1.90 4.23
H -0.88 3.93 2.35
H 0.17 4.61 3.60
H -0.64 3.05 3.86
H 2.16 4.54 1.80
H 0.73 4.16 0.86
H 3.47 3.14 0.62
H 2.18 3.19 -0.56
H 6.78 -1.08 2.11
C -2.59 1.91 0.77
C -3.75 1.01 0.41
C -3.43 -0.42 0.80
Sb -1.60 -1.14 -0.03
C -2.53 -1.57 -1.90
C -3.50 -2.57 -1.99
C -4.21 -2.75 -3.17
C -3.97 -1.93 -4.26
C -3.02 -0.93 -4.18
C -2.30 -0.75 -3.01
C -1.84 -3.06 0.89
C -1.69 -4.24 0.16
C -1.86 -5.48 0.77
C -2.18 -5.54 2.12
C -2.34 -4.37 2.85
C -2.17 -3.14 2.24
Sb -0.84 1.99 -0.62
C 0.52 1.32 -2.30
C 0.85 0.03 -2.70
C 1.85 -0.20 -3.64
C 2.54 0.88 -4.19
C 2.19 2.17 -3.83
C 1.18 2.39 -2.89
C -2.11 2.97 -2.07
C -3.10 3.88 -1.67
C -3.85 4.60 -2.59
C -3.64 4.42 -3.95
C -2.68 3.52 -4.37
C -1.92 2.81 -3.45
H -2.15 1.64 1.74
H -2.83 2.97 0.79
H -3.98 1.09 -0.66
H -4.66 1.30 0.94
H -4.18 -1.13 0.44
H -3.35 -0.52 1.88
H -3.73 -3.20 -1.14
H -4.96 -3.53 -3.23
H -4.54 -2.07 -5.18
H -2.84 -0.27 -5.03
H -1.56 0.04 -2.97
H -1.46 -4.22 -0.90
H -1.74 -6.38 0.19
H -2.31 -6.51 2.60
H -2.60 -4.42 3.90
H -2.29 -2.24 2.83
H 0.29 -0.81 -2.31
H 2.10 -1.21 -3.95
H 3.33 0.71 -4.91
H 2.69 3.02 -4.28
H 0.91 3.41 -2.64
H -3.30 4.07 -0.62
H -4.60 5.30 -2.24
H -4.22 4.98 -4.67
H -2.50 3.37 -5.43
H -1.18 2.12 -3.82
N 0.83 -1.68 4.49
C 0.04 -0.62 4.44
N -0.28 -0.03 5.59
S -0.63 0.00 2.99
H 1.29 -1.97 5.34
H 1.16 -2.08 3.63
H 0.00 -0.39 6.49
H -0.94 0.74 5.57
C 3.66 -2.31 -0.74
P 1.91 -2.13 -0.26
C 1.81 -3.33 1.12
C 1.13 -3.06 -1.62
H 3.80 -3.30 -1.17
H 4.32 -2.19 0.12
H 3.92 -1.55 -1.48
H 1.86 -4.36 0.76
H 0.87 -3.22 1.67
H 2.65 -3.15 1.80
H 1.32 -4.12 -1.47
H 1.59 -2.75 -2.56
H 0.06 -2.90 -1.73
*
```

Output
**E_HOMO (spin up / spin down)**: -9.61 / -9.61 eV
**Relative energy (zero: lowest compared OMol25 entry of this formula, charge and spin)**: 3.0229 eV



DFT (wB97M-V/def2-TZVPD) results for a molecular structure, C34H47CrNO2P2.

Structure (ORCA input):
```
! RIJCOSX wB97M-V def2-TZVPD def2/J DEFGRID3
* xyz 1 2
Cr 0.04 -0.11 -0.39
C -4.29 -2.43 1.00
C -3.49 -1.47 0.12
C -3.78 -0.02 0.53
P -1.67 -1.75 0.09
C -1.29 -3.09 -1.10
C 0.23 -3.27 -1.10
C -2.00 -4.43 -0.93
C -1.03 -2.28 1.69
C -1.42 -3.43 2.37
C -0.73 -3.89 3.49
C -1.17 -5.12 4.24
C 0.38 -3.16 3.90
C 0.79 -2.01 3.24
C 0.06 -1.53 2.15
N 0.45 -0.37 1.42
C 1.20 0.63 2.13
C 0.93 1.00 3.44
C 1.70 1.97 4.06
C 2.75 2.61 3.40
C 3.57 3.67 4.08
C 2.98 2.27 2.07
C 2.20 1.31 1.43
P 2.29 0.85 -0.31
C 3.75 -0.26 -0.40
C 4.07 -0.72 -1.82
C 3.53 -1.47 0.51
C 2.70 2.37 -1.28
C 2.35 2.18 -2.76
C 1.99 3.62 -0.76
H -5.35 -2.20 0.90
H -4.03 -2.30 2.05
H -4.15 -3.48 0.74
H -3.78 -1.61 -0.93
H -3.41 0.18 1.53
H -4.85 0.15 0.53
H -3.32 0.70 -0.15
H -1.57 -2.65 -2.06
H 0.58 -3.70 -0.16
H 0.78 -2.33 -1.25
H 0.54 -3.92 -1.91
H -1.73 -4.90 0.02
H -1.71 -5.11 -1.73
H -3.08 -4.32 -0.97
H -2.26 -4.01 2.02
H -1.53 -5.88 3.55
H -1.98 -4.89 4.93
H -0.35 -5.54 4.82
H 0.97 -3.50 4.75
H 1.67 -1.49 3.58
H 0.13 0.52 3.98
H 1.47 2.24 5.08
H 3.37 3.69 5.15
H 3.36 4.66 3.68
H 4.64 3.48 3.95
H 3.77 2.77 1.53
H 4.58 0.33 -0.01
H 3.21 -1.20 -2.29
H 4.88 -1.45 -1.79
H 4.40 0.10 -2.46
H 2.69 -2.08 0.17
H 3.34 -1.18 1.55
H 4.42 -2.10 0.50
H 3.79 2.50 -1.18
H 1.27 2.11 -2.87
H 2.80 1.29 -3.21
H 2.68 3.05 -3.32
H 0.91 3.47 -0.75
H 2.21 4.45 -1.43
H 2.29 3.90 0.25
C -0.72 0.00 -4.60
C -0.73 0.48 -3.18
O -0.15 -0.26 -2.34
C -1.35 1.71 -2.80
C -1.99 2.50 -3.80
C -2.61 3.68 -3.49
C -2.62 4.11 -2.15
C -2.02 3.38 -1.16
C -1.36 2.16 -1.46
O -0.81 1.53 -0.45
H -0.22 -0.97 -4.65
H -0.18 0.71 -5.23
H -1.73 -0.09 -5.00
H -1.99 2.16 -4.82
H -3.09 4.26 -4.26
H -3.11 5.04 -1.90
H -2.02 3.71 -0.13
*
```

Output
**E_HOMO (spin up / spin down)**: -10.02 / -10.01 eV



DFT (wB97M-V/def2-TZVPD) results for a molecular structure, C53H49N7O7P3S2Tl in a non-equilibrium geometry.

Structure (ORCA input):
```
! RIJCOSX wB97M-V def2-TZVPD def2/J DEFGRID3
* xyz 0 1
Tl 0.45 0.66 -0.32
N 2.76 2.43 -3.76
C 3.21 1.18 -4.08
C 2.74 0.35 -3.11
N 2.05 1.07 -2.20
C 2.05 2.32 -2.62
C 1.31 3.34 -1.94
N 0.87 3.16 -0.70
C 0.15 4.25 -0.39
C 0.14 5.12 -1.44
N 0.90 4.53 -2.42
H 2.95 3.27 -4.29
H 3.82 0.99 -4.94
H 2.83 -0.72 -3.01
H -0.33 4.35 0.57
H -0.33 6.07 -1.58
H 1.00 4.88 -3.36
C 3.55 -2.29 2.23
N 2.56 -1.56 1.45
P 2.02 -0.01 1.85
C 3.59 0.84 2.33
C 4.71 0.58 1.55
C 5.93 1.19 1.80
C 6.03 2.10 2.84
C 4.92 2.38 3.62
C 3.71 1.77 3.36
C 1.21 0.07 3.47
C 0.65 1.32 3.75
C 0.06 1.56 4.98
C 0.02 0.55 5.93
C 0.56 -0.69 5.64
C 1.17 -0.93 4.42
P 2.12 -1.85 -0.21
C 3.78 -2.44 -0.83
C 4.19 -3.77 -0.83
C 5.46 -4.11 -1.25
C 6.34 -3.15 -1.71
C 5.93 -1.82 -1.74
C 4.67 -1.47 -1.30
C 1.27 -3.45 -0.36
C 1.17 -4.43 0.62
C 0.51 -5.62 0.33
C -0.03 -5.84 -0.92
C 0.09 -4.87 -1.91
C 0.74 -3.69 -1.62
H 3.98 -1.63 2.99
H 4.36 -2.67 1.60
H 3.10 -3.14 2.74
H 4.63 -0.14 0.74
H 6.79 0.95 1.19
H 6.98 2.58 3.06
H 5.00 3.08 4.45
H 2.86 2.01 3.98
H 0.68 2.08 2.98
H -0.36 2.53 5.19
H -0.43 0.73 6.89
H 0.51 -1.48 6.38
H 1.61 -1.90 4.21
H 3.52 -4.54 -0.48
H 5.77 -5.15 -1.22
H 7.33 -3.42 -2.05
H 6.61 -1.06 -2.10
H 4.36 -0.44 -1.33
H 1.57 -4.26 1.60
H 0.43 -6.38 1.09
H -0.54 -6.77 -1.13
H -0.32 -5.04 -2.89
H 0.82 -2.90 -2.36
O -0.75 1.41 -2.46
C -0.85 0.21 -2.75
O -0.33 -0.73 -2.10
C -1.62 -0.20 -3.98
C -2.46 0.70 -4.63
C -3.12 0.28 -5.78
C -2.96 -0.99 -6.30
C -2.12 -1.87 -5.62
C -1.47 -1.49 -4.46
N -1.90 -3.20 -6.15
O -2.26 -3.42 -7.28
O -1.35 -4.00 -5.42
N -3.99 1.22 -6.47
O -3.88 2.38 -6.18
O -4.74 0.77 -7.31
H -2.61 1.69 -4.23
H -3.47 -1.30 -7.21
H -0.83 -2.18 -3.94
S -3.43 2.29 -1.52
P -3.17 2.18 0.41
S -1.32 1.87 1.24
C -3.75 3.72 1.24
C -3.09 4.33 2.29
C -3.64 5.45 2.89
C -4.86 5.95 2.45
C -5.52 5.33 1.40
C -4.97 4.22 0.79
C -4.33 1.02 1.22
C -5.42 0.52 0.52
C -6.38 -0.20 1.19
C -6.25 -0.44 2.55
C -5.15 0.04 3.24
C -4.18 0.77 2.58
H -2.15 3.93 2.63
H -3.12 5.94 3.70
H -5.30 6.81 2.94
H -6.46 5.72 1.05
H -5.46 3.74 -0.04
H -5.49 0.71 -0.54
H -7.25 -0.57 0.66
H -7.01 -1.01 3.07
H -5.05 -0.15 4.30
H -3.32 1.16 3.10
C -1.09 -2.74 2.47
C -1.20 -1.56 1.50
C -2.07 -1.95 0.30
O 0.05 -1.12 1.07
H -2.07 -2.99 2.85
H -0.44 -2.47 3.30
H -0.68 -3.61 1.95
H -1.70 -0.74 2.05
H -1.62 -2.79 -0.22
H -2.13 -1.11 -0.40
H -3.07 -2.21 0.61
*
```

Output
**E_HOMO**: -7.70 eV
**Relative energy (zero: lowest compared OMol25 entry of this formula, charge and spin)**: 1.5415 eV